Density functional theory data (wB97M-V/def2-TZVPD) for a structure of composition C4H9N3O at a distorted geometry.

## Properties
HOMO-LUMO gap (spin up / spin down) (eV): 7.63 / 7.76
Energy relative to the best compared isomer or geometry (same formula, charge and spin) (eV): 5.299
HOMO (spin up / spin down) (eV): -7.34 / -7.69
Molar mass (g/mol): 115.14
E_tot (Ha): -397.1559

Each line ends with the Mulliken charge.
Cartesian coordinates (Å):
C 0.236887 0.235458 -0.280691  -0.089
C -1.046723 1.276998 0.322747  -0.244
C -0.203679 2.272999 0.854352  -0.869
N 0.624369 -0.752298 0.575829  -0.254
C -0.160719 -1.123902 -1.100536  0.351
N 1.965722 -0.817721 0.816859  -0.542
N -1.420982 -1.601407 -0.820595  -0.435
O 0.495376 -1.408274 -2.084188  -0.632
H 0.984966 0.776168 -0.860092  0.499
H 2.556436 -0.593471 0.015277  0.253
H 2.204847 -1.690667 1.267950  0.258
H -1.725210 -2.359455 -1.412642  0.251
H -1.650532 -1.673710 0.157858  0.240
H -1.670484 1.551137 -0.521247  0.260
H -1.601126 0.661784 1.028261  0.288
H 0.082402 3.129643 0.257412  0.324
H 0.328452 2.116719 1.783446  0.341

Force components x, y, z for each atom (eV/Å):
C -2.1 -1.1 -1.0
C 1.1 -1.4 -0.7
C 0.3 1.0 0.4
N 1.2 -0.1 1.7
C -0.8 2.2 -1.3
N -0.1 0.1 0.0
N 0.0 -0.2 0.1
O 0.1 -0.3 0.6
H 0.1 0.2 0.2
H -0.1 -0.1 0.2
H 0.1 0.1 -0.2
H 0.1 -0.1 0.2
H -0.1 0.0 -0.1
H 0.1 0.0 -0.1
H 0.2 -0.1 0.0
H 0.0 0.0 0.0
H -0.1 0.0 0.0